C49H52Cl12NO5S2 | the ωB97M-V functional and the def2-TZVPD basis

The max |F| comes out at 1.0 eV/A. As for the net charge: -1. The lowest unoccupied orbital energy is 1.6785 eV.

Element x y z (Å)
C1 1.6193 -9.9983 2.5816
C2 2.6330 -9.5889 1.4888
C3 2.1511 -8.4632 0.5538
C4 1.6723 -8.9663 -0.8095
C5 0.2214 -9.4785 -0.7783
C6 -0.8466 -8.4054 -1.0736
C7 -1.6356 -7.9799 0.1835
C8 -1.7682 -6.4673 0.4064
C9 -0.5346 -5.6169 0.0782
C10 -0.6061 -4.2470 0.7700
C11 0.7230 -3.5212 0.9086
S1 1.3685 -2.9339 -0.6620
O1 1.2205 -1.4911 -0.6117
O2 0.6127 -3.5230 -1.7414
N1 2.9403 -3.2279 -0.7373
S2 3.3983 -4.7390 -0.5470
O3 3.5610 -5.1265 0.8433
O4 2.6651 -5.7082 -1.3278
C12 5.0917 -4.7052 -1.2418
O5 5.2154 -5.4891 -2.3817
C13 5.4845 -6.8460 -2.1175
H1 2.0823 -9.8947 3.5617
H2 1.2915 -11.0311 2.4858
H3 0.7560 -9.3367 2.5838
H4 2.9619 -10.4696 0.9378
H5 3.5113 -9.2102 2.0094
H6 1.3559 -7.9266 1.0679
H7 2.9829 -7.7823 0.3872
H8 1.7855 -8.2124 -1.5864
H9 2.3055 -9.8157 -1.0779
H10 0.0589 -9.9479 0.1919
H11 0.1199 -10.2635 -1.5300
H12 -0.4276 -7.5524 -1.6006
H13 -1.5516 -8.8797 -1.7553
H14 -2.6533 -8.3607 0.0786
H15 -1.2444 -8.4401 1.0889
H16 -2.6347 -6.0606 -0.1157
H17 -1.9761 -6.3287 1.4719
H18 -0.5607 -5.4306 -0.9927
H19 0.4155 -6.1156 0.2687
H20 -1.2433 -3.6078 0.1620
H21 -1.0998 -4.3459 1.7373
H22 0.6394 -2.6310 1.5246
H23 1.4414 -4.1704 1.4077
H24 5.3533 -3.6707 -1.4446
H25 5.7259 -5.0847 -0.4377
H26 6.2358 -6.9712 -1.3315
H27 4.5803 -7.3782 -1.8209
H28 5.8845 -7.2947 -3.0232
Cl1 -5.9832 -2.0492 -1.2934
C14 -4.4020 -1.5307 -1.7821
C15 -3.3063 -2.3747 -1.7105
Cl2 -3.3954 -3.9981 -1.1317
C16 -2.0545 -1.9238 -2.0980
C17 -1.8810 -0.6325 -2.5591
C18 -2.9816 0.2164 -2.6372
C19 -4.2350 -0.2348 -2.2489
H29 -1.1988 -2.5895 -2.0304
H30 -0.8905 -0.3179 -2.8407
H31 -2.8738 1.2278 -2.9956
H32 -5.0897 0.4253 -2.3061
Cl3 -2.9718 3.7279 -4.5649
C20 -1.3528 4.1447 -5.0089
C21 -0.3067 3.2438 -4.8652
Cl4 -0.5514 1.6516 -4.2422
C22 0.9795 3.6228 -5.2259
C23 1.2199 4.8894 -5.7290
C24 0.1714 5.7863 -5.8774
C25 -1.1117 5.4133 -5.5172
H33 1.7928 2.9205 -5.1085
H34 2.2257 5.1762 -6.0045
H35 0.3532 6.7769 -6.2723
H36 -1.9328 6.1082 -5.6290
Cl5 -0.3262 0.8799 0.4807
C26 1.1922 1.4747 1.0343
C27 1.2852 2.6171 1.8186
Cl6 -0.1495 3.4780 2.2860
C28 2.5310 3.0816 2.2141
C29 3.6757 2.3997 1.8371
C30 3.5791 1.2522 1.0609
C31 2.3388 0.7903 0.6552
H37 2.6111 3.9773 2.8098
H38 4.6443 2.7678 2.1486
H39 4.4710 0.7156 0.7666
H40 2.2521 -0.1042 0.0475
Cl7 1.2896 5.0603 4.7878
C32 0.0954 5.9927 5.6097
C33 0.3500 6.5712 6.8458
Cl8 1.8835 6.3919 7.6261
C34 -0.6347 7.3147 7.4784
C35 -1.8699 7.4832 6.8778
C36 -2.1259 6.9080 5.6404
C37 -1.1448 6.1638 5.0085
H41 -0.4313 7.7619 8.4413
H42 -2.6345 8.0636 7.3765
H43 -3.0900 7.0403 5.1669
H44 -1.3448 5.7139 4.0461
Cl9 1.1865 5.0134 -0.5157
C38 1.4828 6.2903 -1.6336
C39 2.7289 6.8954 -1.7314
Cl10 4.0518 6.3899 -0.7406
C40 2.9300 7.9255 -2.6388
C41 1.8914 8.3505 -3.4496
C42 0.6468 7.7427 -3.3561
C43 0.4444 6.7160 -2.4506
H45 3.9019 8.3936 -2.7085
H46 2.0542 9.1552 -4.1541
H47 -0.1676 8.0681 -3.9894
H48 -0.5231 6.2388 -2.3743
Cl11 -5.5982 5.7219 3.6218
C44 -5.7698 7.3053 2.9523
C45 -4.7935 7.8497 2.1289
Cl12 -3.3678 6.9653 1.7229
C46 -4.9563 9.1286 1.6160
C47 -6.0909 9.8604 1.9203
C48 -7.0696 9.3141 2.7394
C49 -6.9078 8.0396 3.2542
H49 -4.1919 9.5485 0.9775
H50 -6.2112 10.8571 1.5180
H51 -7.9591 9.8810 2.9781
H52 -7.6658 7.6101 3.8939



C49H54As2NO11RhSb2 | the ωB97M-V functional and the def2-TZVPD basis

The max |F| comes out at 3.6 eV/A. As for the net charge: +2. The lowest unoccupied orbital energy (spin up / spin down) is -7.2038 / -7.1980 eV.

Element x y z (Å)
Rh1 0.3176 0.8090 1.4055
O1 -0.1145 1.6568 3.7088
C1 -0.6805 2.9564 3.6298
C2 -1.4674 3.1499 2.3559
C3 -2.4156 4.1672 2.2886
C4 -3.1142 4.3673 1.1117
C5 -2.8727 3.5225 0.0378
C6 -1.9176 2.5362 0.1841
N1 -1.2226 2.3604 1.3091
H1 0.6096 1.6836 4.3464
H2 0.1065 3.7200 3.6790
H3 -1.3545 3.1046 4.4823
H4 -2.6027 4.7936 3.1452
H5 -3.8473 5.1528 1.0271
H6 -3.4038 3.6318 -0.8946
H7 -1.6985 1.8499 -0.6268
C7 -1.1889 -3.6826 0.9420
C8 -2.6556 -3.3505 1.1048
C9 -2.9392 -1.8619 1.0259
Sb1 -1.7005 -0.6278 2.3590
C10 -1.3316 -1.8820 4.0631
C11 -0.0355 -2.1868 4.4505
C12 0.1856 -3.0247 5.5323
C13 -0.8898 -3.5443 6.2337
C14 -2.1843 -3.2238 5.8559
C15 -2.4099 -2.3948 4.7690
C16 -3.2508 0.6261 3.1691
C17 -4.2403 1.1541 2.3516
C18 -5.1892 2.0147 2.8788
C19 -5.1460 2.3548 4.2207
C20 -4.1620 1.8244 5.0395
C21 -3.2122 0.9649 4.5141
Sb2 -0.2977 -2.7399 -0.8261
C22 1.4336 -4.0430 -0.9507
C23 2.0360 -4.5012 0.2096
C24 3.0911 -5.3939 0.1145
C25 3.5427 -5.8078 -1.1280
C26 2.9390 -5.3371 -2.2833
C27 1.8876 -4.4377 -2.1988
C28 -1.6797 -3.5891 -2.3146
C29 -2.5703 -2.7835 -2.9921
C30 -3.4660 -3.3543 -3.8827
C31 -3.4712 -4.7256 -4.0683
C32 -2.5752 -5.5241 -3.3780
C33 -1.6609 -4.9579 -2.5024
H8 -1.0399 -4.7544 0.8133
H9 -0.6155 -3.3431 1.8021
H10 -2.9990 -3.7400 2.0692
H11 -3.2358 -3.8545 0.3230
H12 -3.9797 -1.6620 1.2855
H13 -2.7486 -1.4973 0.0115
H14 0.8081 -1.7780 3.9086
H15 1.1953 -3.2732 5.8267
H16 -0.7188 -4.1961 7.0774
H17 -3.0225 -3.6210 6.4087
H18 -3.4208 -2.1403 4.4780
H19 -4.2799 0.8884 1.3015
H20 -5.9633 2.4177 2.2428
H21 -5.8827 3.0277 4.6303
H22 -4.1354 2.0773 6.0889
H23 -2.4462 0.5406 5.1525
H24 1.6875 -4.1638 1.1746
H25 3.5621 -5.7644 1.0121
H26 4.3781 -6.4877 -1.1964
H27 3.2898 -5.6641 -3.2497
H28 1.4102 -4.0623 -3.0958
H29 -2.5600 -1.7175 -2.8328
H30 -4.1517 -2.7299 -4.4344
H31 -4.1739 -5.1763 -4.7516
H32 -2.5867 -6.5936 -3.5220
H33 -0.9463 -5.5802 -1.9842
C34 3.4348 0.5886 2.4961
O2 2.8106 -0.6257 2.1017
C35 1.5887 -0.6810 1.6119
O3 1.1705 -1.7838 1.2621
H34 4.3042 0.2964 3.0859
H35 2.7671 1.2155 3.0923
H36 3.7662 1.1492 1.6167
C36 -2.7202 0.9307 -3.9320
O4 -1.3416 1.2401 -3.7771
C37 -0.6732 0.6747 -2.7814
O5 -1.1843 -0.0760 -1.9358
C38 0.6829 1.1326 -2.6523
C39 1.5579 1.4284 -3.6574
As1 2.8886 2.8626 -3.6152
C40 4.5555 1.9583 -4.1820
C41 3.1489 2.9612 -1.7050
C42 2.2553 2.5598 -0.7409
As2 1.3644 0.8367 -0.8338
C43 2.8471 -0.3706 -1.3154
C44 1.9716 3.3149 0.4461
O6 1.6109 2.8012 1.5193
O7 2.0617 4.6317 0.2874
C45 1.8210 5.4435 1.4257
C46 4.2471 3.8427 -1.2928
O8 4.7302 3.8381 -0.1845
O9 4.6883 4.5917 -2.3085
C47 5.7863 5.4484 -1.9979
C48 1.3160 0.8991 -5.0065
O10 0.6897 -0.1083 -5.2358
O11 1.9150 1.6597 -5.9311
C49 1.7958 1.2308 -7.2874
H37 -3.1589 1.7637 -4.4792
H38 -3.1938 0.8305 -2.9532
H39 -2.8361 0.0029 -4.4954
H40 4.3604 1.4148 -5.1033
H41 4.9111 1.2739 -3.4137
H42 5.3226 2.7058 -4.3810
H43 3.7042 0.2064 -1.6673
H44 2.5126 -1.0371 -2.1153
H45 3.1470 -0.9734 -0.4573
H46 1.8854 6.4709 1.0754
H47 2.5749 5.2488 2.1904
H48 0.8284 5.2431 1.8382
H49 6.1638 5.8360 -2.9391
H50 6.5551 4.8766 -1.4754
H51 5.4529 6.2687 -1.3595
H52 2.4600 1.8692 -7.8649
H53 0.7660 1.3488 -7.6288
H54 2.0828 0.1804 -7.3819



C49H54N7O6 | the ωB97M-V functional and the def2-TZVPD basis

The energy above the lowest of the compared OMol25 structures with the same formula, charge and spin is 1.0 kcal per mole. The max |F| comes out at 13.3 eV/A. As for the net charge: +1. The lowest unoccupied orbital energy is -2.2695 eV.

Element x y z (Å)
C1 -0.3709 -2.9076 0.0454
C2 1.1303 -2.5080 0.4212
N1 1.2714 -1.1116 0.6904
C3 1.5611 -0.1164 -0.1738
C4 1.4274 1.1681 0.4943
N2 1.1185 0.7346 1.8231
C5 0.8528 -0.5953 1.9105
C6 0.6251 1.6355 2.9362
H1 -0.5590 -4.0876 0.0082
H2 -0.6761 -2.5966 -1.0355
H3 -1.0351 -2.7223 0.9840
H4 1.8160 -2.6647 -0.3735
H5 1.2858 -3.0539 1.4114
H6 1.6662 -0.5438 -1.0829
H7 1.4295 2.1853 0.0017
H8 0.3484 -1.0094 2.7450
H9 1.3781 1.9237 3.6146
H10 -0.2159 1.0657 3.4914
H11 0.2293 2.5705 2.5443
N3 -0.8282 5.3607 2.6051
C7 -0.2638 6.2394 1.6847
C8 -0.3087 7.5840 1.8093
C9 -0.6564 8.1149 3.0641
C10 -1.2985 7.3452 4.0129
C11 -1.3924 5.9427 3.6744
H12 0.1321 5.8782 0.7774
H13 0.2739 8.2554 0.9914
H14 -0.4998 9.1783 3.3639
H15 -1.3650 7.5753 4.9885
H16 -2.1671 5.3459 4.1998
N4 2.9931 4.1309 2.5240
C12 4.1837 3.9218 3.0325
C13 5.4192 4.3918 2.4726
C14 5.3420 5.1396 1.1739
C15 4.1189 5.1889 0.6061
C16 3.0192 4.6127 1.1999
H17 3.9368 3.4768 4.1043
H18 6.3220 4.0608 2.9092
H19 6.3054 5.5156 0.8290
H20 3.9741 5.4545 -0.3796
H21 2.0230 4.5816 0.7637
N5 2.1488 -6.9160 -0.9128
C17 3.3805 -7.2807 -1.3834
C18 3.6312 -7.3212 -2.8744
C19 2.6159 -6.8980 -3.6191
C20 1.2408 -6.5165 -3.1416
C21 1.2100 -6.4794 -1.7444
H22 4.1715 -7.4864 -0.7315
H23 4.7032 -7.7655 -3.0865
H24 2.7913 -6.9770 -4.6696
H25 0.6896 -6.2133 -3.8431
H26 0.2804 -6.2792 -1.2701
N6 0.8264 3.2132 -2.3954
C22 -0.1703 3.0700 -3.1863
C23 -0.1498 3.2911 -4.5701
C24 1.0396 3.5849 -5.1791
C25 2.1175 3.6742 -4.4187
C26 2.1158 3.4192 -2.9652
H27 -1.1763 2.9393 -2.7264
H28 -1.0167 3.1652 -5.2534
H29 1.2320 3.7756 -6.2111
H30 3.1316 3.6430 -5.0706
H31 3.0001 3.3454 -2.4537
N7 7.6128 0.0180 -0.6588
C27 6.9258 1.0101 -1.3112
C28 5.6675 1.3862 -0.8347
C29 5.1530 0.9797 0.3751
C30 5.8297 -0.1346 0.8988
C31 7.1366 -0.5587 0.3935
H32 7.3763 1.1828 -2.2938
H33 5.2331 2.2306 -1.4911
H34 4.1983 1.3770 0.8215
H35 5.3474 -0.5927 1.9251
H36 7.7162 -1.3979 0.7053
C32 -2.6344 -8.0688 -1.5757
C33 -2.7246 -6.7189 -0.8665
C34 -3.4421 -5.6554 -1.4864
C35 -4.1135 -5.8816 -2.7219
C36 -3.9884 -7.1535 -3.3801
C37 -3.2716 -8.2301 -2.7583
O1 -3.0620 -9.4836 -3.4347
O2 -3.5128 -4.5107 -0.8021
H37 -1.9722 -8.8234 -1.1169
H38 -2.3385 -6.4527 -0.0846
H39 -4.5640 -5.0255 -3.1371
H40 -4.5741 -7.0679 -4.2924
H41 -3.5024 -9.4261 -4.3060
H42 -4.1277 -4.0211 -1.4366
C38 -2.9479 0.0451 4.6044
C39 -2.9053 0.7153 5.9366
C40 -3.3450 2.0881 6.0035
C41 -3.6867 2.7055 4.7578
C42 -3.5406 2.0711 3.4739
C43 -3.0031 0.7606 3.4024
O3 -3.0178 0.1502 2.2307
O4 -3.4588 2.7651 7.1762
H43 -2.8766 -0.9433 4.3857
H44 -2.8448 0.1880 6.8429
H45 -3.9681 3.6740 4.9404
H46 -3.5948 2.5111 2.5145
H47 -3.5066 0.4339 1.6251
H48 -3.1275 3.5295 7.1211
C44 -5.0690 0.7237 -1.5835
C45 -5.9618 -0.2409 -2.3506
C46 -5.3913 -1.3675 -2.9499
C47 -4.0314 -1.5129 -2.9319
C48 -3.1358 -0.7102 -2.1466
C49 -3.7283 0.4333 -1.4636
O5 -2.9778 1.2645 -0.8807
O6 -6.1132 -2.2478 -3.7595
H49 -5.4719 1.3299 -0.9170
H50 -7.1077 0.0650 -2.1997
H51 -3.6846 -2.3435 -3.5879
H52 -1.9041 -0.9538 -2.0639
H53 -3.2286 2.2213 -0.7974
H54 -7.0988 -1.9853 -3.6705



C49H55AsBiN5O7Si2 | the ωB97M-V functional and the def2-TZVPD basis

The energy above the lowest of the compared OMol25 structures with the same formula, charge and spin is 8.2 kcal per mole. The max |F| comes out at 0.5 eV/A. As for the net charge: 0. The lowest unoccupied orbital energy is -0.0619 eV.

Element x y z (Å)
Bi1 -0.4591 0.4481 -0.6546
O1 -0.5562 2.1238 3.4426
C1 -0.0833 1.6155 2.1886
O2 -1.1567 1.3416 1.4116
C2 0.7647 2.7618 1.5915
C3 1.5134 3.6041 2.4171
C4 2.1941 4.6563 1.8475
C5 2.0974 4.8631 0.4738
C6 1.3277 3.9839 -0.2636
N1 0.6902 2.9472 0.2857
C7 1.1414 4.1044 -1.7535
O3 1.2770 5.3417 -2.2779
O4 0.8956 3.1733 -2.4602
H1 -1.5128 2.1517 3.3220
H2 1.5446 3.4187 3.4802
H3 2.7937 5.3198 2.4571
H4 2.6422 5.6774 0.0121
H5 1.3390 5.9977 -1.5744
C8 1.0340 -2.6163 1.1801
Si1 2.5691 -1.6185 1.5612
C9 3.3274 -2.4214 3.0751
C10 3.8551 -1.9110 0.1583
C11 5.1186 -2.1993 0.6842
C12 6.1619 -2.7347 -0.0625
C13 5.9467 -3.0400 -1.3864
C14 4.7195 -2.7171 -1.9549
C15 3.6709 -2.1218 -1.2430
Si2 2.4213 -1.3755 -2.4653
C16 2.8507 -1.8660 -4.2097
C17 2.6109 0.4855 -2.3692
H6 0.9618 -3.4228 1.9155
H7 1.0914 -3.0694 0.1896
H8 0.1326 -2.0087 1.2456
H9 3.6112 -3.4445 2.8104
H10 2.5990 -2.4786 3.8841
H11 4.2029 -1.9165 3.4811
H12 5.3087 -2.0283 1.7349
H13 7.1164 -2.9346 0.4092
H14 6.7209 -3.5000 -1.9881
H15 4.5962 -2.9289 -3.0085
H16 3.8436 -1.5240 -4.5066
H17 2.1183 -1.3758 -4.8539
H18 2.7815 -2.9421 -4.3817
H19 3.4890 0.6897 -1.7501
H20 1.7932 1.0817 -1.9759
H21 2.8045 0.8617 -3.3770
C18 -3.0784 -3.1659 0.0970
C19 -2.0181 -2.2222 -0.3653
N2 -1.8645 -1.0333 0.1591
O5 -2.7218 -0.6947 1.1713
C20 -1.0233 -2.5899 -1.3207
C21 -0.8901 -4.0044 -1.7866
N3 -0.2065 -1.6217 -1.6592
O6 0.8517 -2.0239 -2.4491
H22 -3.9378 -2.6172 0.4730
H23 -2.7082 -3.8030 0.9058
H24 -3.3989 -3.8112 -0.7198
H25 -2.2715 0.1230 1.5213
H26 -0.9573 -4.6970 -0.9464
H27 0.0597 -4.1521 -2.2911
H28 -1.6920 -4.2539 -2.4864
C22 -1.7375 0.6642 6.4792
C23 -0.2497 0.9445 6.6342
N4 0.5507 -0.2550 6.8500
C24 0.4148 -0.9426 8.1318
C25 -0.3299 -2.2651 8.0178
C26 1.5049 -0.7217 5.9988
O7 2.2514 -1.6406 6.3175
C27 1.6292 -0.0899 4.6457
C28 2.8966 0.5279 4.2604
C29 3.1432 0.7586 2.9669
C30 2.1470 0.2589 1.9599
N5 0.7669 0.4091 2.4689
C31 0.6132 -0.0913 3.7716
H29 -2.2770 1.5972 6.3049
H30 -2.1555 0.2024 7.3758
H31 -1.9266 -0.0048 5.6383
H32 -0.0952 1.6046 7.4942
H33 0.1233 1.4609 5.7552
H34 -0.1066 -0.2629 8.8081
H35 1.4134 -1.1177 8.5324
H36 -1.3240 -2.1213 7.5919
H37 -0.4433 -2.7240 9.0016
H38 0.2259 -2.9521 7.3810
H39 3.6017 0.8041 5.0354
H40 4.0562 1.2470 2.6417
H41 2.2256 0.8065 1.0191
H42 -0.3788 -0.4277 4.0524
C32 -6.6561 -0.6412 -6.3036
C33 -6.3649 0.6395 -5.8579
C34 -5.3767 0.8427 -4.9026
C35 -4.6744 -0.2375 -4.3790
C36 -4.9831 -1.5214 -4.8207
C37 -5.9607 -1.7241 -5.7839
As1 -3.2514 -0.0764 -3.0356
C38 -3.2820 1.8439 -2.7650
C39 -4.1061 2.5471 -1.8993
C40 -3.9589 3.9226 -1.7816
C41 -2.9848 4.5835 -2.5222
C42 -2.1519 3.8809 -3.3796
C43 -2.2952 2.5027 -3.5064
C44 -1.4722 1.6226 -4.3605
C45 -0.4324 2.0312 -5.1893
C46 0.2417 1.0946 -5.9575
C47 -0.1008 -0.2518 -5.8924
C48 -1.1112 -0.6727 -5.0382
C49 -1.8005 0.2649 -4.2859
H43 -7.4247 -0.7962 -7.0501
H44 -6.9054 1.4888 -6.2573
H45 -5.1519 1.8497 -4.5732
H46 -4.4587 -2.3783 -4.4096
H47 -6.1845 -2.7280 -6.1229
H48 -4.8525 2.0285 -1.3089
H49 -4.5977 4.4796 -1.1077
H50 -2.8737 5.6568 -2.4275
H51 -1.3869 4.4056 -3.9382
H52 -0.1460 3.0739 -5.2368
H53 1.0413 1.4148 -6.6142
H54 0.4273 -0.9745 -6.5024
H55 -1.3584 -1.7262 -4.9696